(1)
Formula: C27H56BCl2F2N3NaO8P2
Source: OMol25
Level of theory: ωB97M-V/def2-TZVPD

Values from the calculation:
- HOMO energy: -10.07 eV
- Max |F|: 0.0679 Eh/bohr
- Net charge: +1
- Frontier orbital gap: 0.19373 hartree
- Total energy: -3818.3751 Eh
- Relative energy (zero: lowest compared OMol25 entry of this formula, charge and spin): 0.00 kcal per mole

CARTESIAN COORDINATES (ANGSTROEM)
C (-0.393, 4.589, 1.114)
O (-1.481, 3.709, 1.103)
C (-2.461, 3.764, 2.140)
C (-3.888, 3.803, 1.571)
C (-3.970, 3.477, 0.080)
C (-5.385, 3.164, -0.448)
C (-5.604, 1.756, -0.996)
C (-5.926, 0.629, -0.006)
C (-4.733, -0.046, 0.670)
C (-3.812, -0.790, -0.291)
C (-2.512, -1.067, 0.463)
C (-1.286, -1.864, -0.091)
P (-1.557, -3.564, 0.795)
C (-0.471, -4.830, 0.045)
C (-3.129, -4.034, -0.005)
C (-1.026, -2.103, -1.628)
Cl (-2.057, -1.249, -2.826)
C (0.479, -1.835, -1.929)
C (1.096, -2.950, -2.774)
C (0.813, -0.524, -2.711)
N (2.255, -0.269, -2.620)
C (1.077, -1.799, -0.527)
N (0.047, -1.182, 0.366)
C (-0.081, 0.328, 0.206)
C (1.177, 1.178, 0.225)
C (0.986, 2.336, 1.213)
C (1.979, 3.471, 0.995)
C (3.455, 3.046, 1.039)
N (4.135, 3.160, 2.313)
P (0.641, -1.180, 2.220)
O (-0.751, -1.397, 2.994)
Cl (1.397, -3.015, 2.419)
H (-0.373, 5.181, 2.025)
H (-0.431, 5.274, 0.266)
H (0.551, 4.031, 1.046)
H (-2.319, 2.894, 2.790)
H (-2.310, 4.680, 2.737)
H (-4.529, 3.134, 2.149)
H (-4.272, 4.815, 1.709)
H (-3.602, 4.348, -0.463)
H (-3.292, 2.653, -0.161)
H (-5.551, 3.839, -1.290)
H (-6.151, 3.411, 0.294)
H (-6.445, 1.801, -1.691)
H (-4.734, 1.511, -1.613)
H (-6.581, 1.019, 0.778)
H (-6.506, -0.130, -0.538)
H (-5.091, -0.699, 1.472)
H (-4.116, 0.727, 1.149)
H (-3.625, -0.124, -1.127)
H (-4.268, -1.681, -0.718)
H (-2.797, -1.561, 1.401)
H (-2.184, -0.088, 0.775)
H (-0.007, -4.571, -0.897)
H (-1.081, -5.710, -0.161)
H (0.310, -5.135, 0.741)
H (-3.274, -5.079, 0.270)
H (-3.954, -3.443, 0.385)
H (-3.131, -3.971, -1.096)
H (-1.235, -3.141, -1.858)
H (2.163, -2.760, -2.891)
H (0.640, -2.969, -3.765)
H (0.993, -3.938, -2.339)
H (0.234, 0.334, -2.383)
H (0.545, -0.708, -3.750)
H (2.683, -0.267, -3.537)
H (2.459, 0.649, -2.247)
H (1.277, -2.802, -0.161)
H (2.017, -1.250, -0.538)
H (-0.712, 0.501, -0.663)
H (-0.669, 0.652, 1.063)
H (1.361, 1.603, -0.762)
H (2.062, 0.599, 0.488)
H (1.089, 1.941, 2.234)
H (-0.040, 2.707, 1.101)
H (1.838, 4.225, 1.778)
H (1.755, 3.956, 0.040)
H (3.983, 3.668, 0.324)
H (3.581, 2.017, 0.690)
H (3.712, 2.619, 3.058)
H (4.257, 4.123, 2.598)
H (-1.199, -0.552, 3.152)
C (2.344, -7.405, -1.400)
C (2.089, -7.879, 0.014)
O (2.146, -9.298, 0.086)
O (1.402, -7.967, -2.294)
H (2.242, -6.319, -1.473)
H (3.364, -7.672, -1.705)
H (1.070, -7.619, 0.307)
H (2.790, -7.419, 0.718)
H (3.061, -9.581, -0.018)
H (1.259, -8.880, -2.012)
B (8.570, 4.710, -0.359)
O (7.637, 5.351, 0.657)
C (6.400, 5.073, 0.382)
O (5.409, 5.416, 0.986)
C (6.381, 4.187, -0.900)
O (5.355, 3.767, -1.383)
O (7.598, 3.997, -1.293)
F (9.383, 3.793, 0.258)
F (9.263, 5.673, -1.044)
Na (0.193, 5.029, 3.490)

***

(2)
Formula: CH4NO2Si
Source: OMol25
Level of theory: ωB97M-V/def2-TZVPD

Values from the calculation:
- HOMO energy: -4.45 eV
- Max |F|: 0.1347 Eh/bohr
- Net charge: -1
- Frontier orbital gap: 0.32132 hartree
- Total energy: -535.2657 Eh
- Relative energy (zero: lowest compared OMol25 entry of this formula, charge and spin): 27.82 kcal per mole

CARTESIAN COORDINATES (ANGSTROEM)
C (2.148, 0.030, -0.052)
N (1.120, 0.860, 0.035)
O (3.374, 0.121, -0.024)
O (1.496, -1.175, -0.165)
Si (-0.162, -0.532, 0.114)
H (1.404, 1.991, 0.630)
H (-0.817, -1.871, 0.460)
H (-0.473, -0.556, -1.328)
H (-0.803, 0.357, 1.243)

***

(3)
Formula: C31H57Br2I2N10O15S
Source: OMol25
Level of theory: ωB97M-V/def2-TZVPD

Values from the calculation:
- HOMO energy: -10.32 eV
- Max |F|: 0.2107 Eh/bohr
- Net charge: +1
- Frontier orbital gap: 0.21505 hartree
- Total energy: -9031.5049 Eh

CARTESIAN COORDINATES (ANGSTROEM)
C (-6.337, 3.448, -1.101)
C (-5.037, 4.486, -0.946)
O (-3.996, 3.904, -0.035)
C (-3.159, 2.955, -0.845)
C (-1.892, 2.321, -0.023)
C (-2.011, 0.739, 0.478)
C (-3.612, 0.902, 0.956)
C (-4.895, 0.266, 0.143)
C (-6.399, 0.583, 0.724)
C (-6.310, 1.532, 2.063)
C (-4.967, 2.132, 2.719)
N (-3.664, 1.814, 2.158)
C (-0.879, 0.322, 1.673)
C (-0.363, 1.514, 2.679)
N (-1.179, 1.876, 3.881)
C (-1.634, -0.650, 2.734)
C (-0.921, -1.241, 4.053)
O (0.136, -0.867, 4.748)
Br (-1.970, -2.745, 4.971)
C (0.403, -0.317, 0.749)
C (1.759, 0.655, 0.595)
C (1.801, 2.194, 0.316)
C (3.361, 2.503, -0.247)
N (4.382, 2.543, 0.869)
C (1.231, -1.496, 1.526)
C (0.934, -3.019, 1.750)
C (1.547, -3.426, 3.280)
Br (-0.841, -3.895, 1.690)
N (-0.060, -0.727, -0.667)
I (0.253, 0.512, -2.340)
C (0.477, -1.933, -1.361)
C (2.023, -2.153, -1.671)
O (2.607, -3.317, -1.249)
I (3.566, -1.079, -2.798)
C (-1.596, -0.497, -0.572)
C (-2.545, -1.849, -0.639)
S (-2.026, 0.122, -2.341)
H (-7.182, 3.936, -1.769)
H (-6.029, 2.430, -1.594)
H (-6.771, 3.332, -0.016)
H (-5.437, 5.524, -0.571)
H (-4.646, 4.648, -2.041)
H (-3.794, 2.205, -1.476)
H (-2.697, 3.690, -1.672)
H (-1.798, 3.082, 0.898)
H (-0.955, 2.568, -0.658)
H (-4.786, -0.359, -0.833)
H (-7.406, 0.200, 0.256)
H (-7.341, 1.803, 2.587)
H (-5.061, 2.828, 3.685)
H (-0.157, 2.548, 2.171)
H (0.690, 1.145, 3.105)
H (-1.681, 2.783, 3.738)
H (-0.495, 2.080, 4.671)
H (-2.185, -1.479, 2.074)
H (-2.601, -0.177, 3.259)
H (2.445, 0.163, -0.255)
H (2.465, 0.543, 1.561)
H (1.156, 2.720, -0.481)
H (1.815, 2.801, 1.346)
H (3.672, 1.763, -1.098)
H (3.362, 3.590, -0.737)
H (4.094, 3.280, 1.550)
H (4.342, 1.634, 1.381)
H (2.334, -1.547, 1.045)
H (1.468, -1.025, 2.601)
H (1.612, -3.740, 1.058)
H (0.697, -3.511, 4.075)
H (2.039, -4.512, 3.217)
H (2.434, -2.708, 3.582)
H (-0.062, -1.952, -2.433)
H (0.098, -2.963, -0.885)
H (-2.022, -2.866, -0.758)
H (-3.337, -1.815, -1.537)
H (-3.271, -1.966, 0.304)
H (-2.257, -0.960, -3.200)
C (3.055, -2.797, -6.907)
N (2.450, -1.448, -6.736)
O (2.898, -0.534, -7.439)
O (1.544, -1.345, -5.902)
H (3.835, -2.740, -7.669)
H (3.476, -3.093, -5.945)
H (2.260, -3.477, -7.219)
C (0.371, -6.955, -0.253)
N (-0.648, -7.588, -1.133)
O (-1.684, -6.948, -1.351)
O (-0.380, -8.709, -1.581)
H (0.004, -5.977, 0.066)
H (0.517, -7.612, 0.607)
H (1.289, -6.851, -0.834)
C (7.276, 3.911, 2.936)
N (5.960, 4.130, 3.595)
O (5.368, 3.131, 4.022)
O (5.558, 5.297, 3.664)
H (7.503, 2.843, 2.946)
H (7.197, 4.280, 1.911)
H (8.024, 4.470, 3.502)
C (1.201, 1.389, -9.333)
N (0.182, 0.756, -10.213)
O (-0.854, 1.396, -10.430)
O (0.450, -0.365, -10.660)
H (0.834, 2.367, -9.013)
H (1.347, 0.733, -8.473)
H (2.119, 1.493, -9.914)
C (-4.197, -0.446, 6.623)
N (-4.987, 0.634, 5.972)
O (-4.603, 1.797, 6.142)
O (-5.970, 0.284, 5.308)
H (-3.367, 0.005, 7.170)
H (-4.865, -0.977, 7.304)
H (-3.828, -1.104, 5.834)
C (7.370, -1.703, -0.171)
N (6.766, -0.354, 0.000)
O (7.213, 0.560, -0.703)
O (5.859, -0.251, 0.834)
H (8.150, -1.646, -0.933)
H (7.792, -1.999, 0.792)
H (6.575, -2.383, -0.483)